[1]
This record from OMol25 describes a structure of composition C39H40BN4O8RhS2Se. The level of theory is the ωB97M-V functional and the def2-TZVPD basis.

Positions of all 96 atoms, in Å:
Rh (-0.094, 0.317, 0.150)
C (-3.800, -3.660, -3.994)
C (-3.656, -3.567, -2.473)
C (-4.473, -4.627, -1.764)
O (-4.054, -2.295, -2.023)
C (-2.907, -1.429, -2.003)
C (-1.727, -2.402, -2.221)
O (-2.308, -3.701, -2.084)
C (-0.356, -2.338, -1.495)
O (0.039, -0.986, -1.435)
C (0.678, -3.000, -2.468)
C (0.326, -3.736, -3.603)
C (1.288, -4.314, -4.424)
C (2.636, -4.187, -4.127)
C (3.001, -3.494, -2.982)
C (2.034, -2.921, -2.169)
C (-0.382, -3.269, -0.237)
C (-0.069, -4.620, -0.427)
C (-0.105, -5.546, 0.604)
C (-0.464, -5.153, 1.884)
C (-0.797, -3.825, 2.093)
C (-0.767, -2.902, 1.054)
C (-2.956, -0.376, -0.805)
O (-1.902, -0.501, 0.098)
C (-4.133, -0.659, 0.151)
C (-4.984, 0.312, 0.655)
C (-5.926, -0.008, 1.630)
C (-6.020, -1.293, 2.130)
C (-5.125, -2.260, 1.677)
C (-4.192, -1.938, 0.712)
C (-3.070, 0.927, -1.628)
C (-1.935, 1.557, -2.133)
C (-2.040, 2.623, -3.010)
C (-3.283, 3.066, -3.439)
C (-4.417, 2.396, -3.007)
C (-4.307, 1.328, -2.128)
H (-4.844, -3.508, -4.270)
H (-3.474, -4.639, -4.350)
H (-3.205, -2.888, -4.483)
H (-5.532, -4.474, -1.971)
H (-4.306, -4.548, -0.692)
H (-4.179, -5.620, -2.108)
H (-2.957, -0.838, -2.917)
H (-1.470, -2.250, -3.272)
H (-0.714, -3.913, -3.839)
H (0.971, -4.876, -5.295)
H (3.387, -4.633, -4.768)
H (4.047, -3.400, -2.709)
H (2.318, -2.413, -1.258)
H (0.207, -4.977, -1.410)
H (0.151, -6.579, 0.397)
H (-0.491, -5.868, 2.699)
H (-1.099, -3.482, 3.075)
H (-1.087, -1.897, 1.267)
H (-4.859, 1.347, 0.363)
H (-6.561, 0.778, 2.022)
H (-6.746, -1.534, 2.899)
H (-5.145, -3.262, 2.093)
H (-3.468, -2.679, 0.398)
H (-0.959, 1.183, -1.846)
H (-1.138, 3.116, -3.358)
H (-3.366, 3.914, -4.110)
H (-5.397, 2.708, -3.351)
H (-5.204, 0.801, -1.833)
C (-0.196, 2.055, 3.663)
N (1.109, 1.402, 3.681)
C (1.625, 0.735, 4.758)
C (2.820, 0.237, 4.370)
N (3.038, 0.603, 3.068)
B (4.353, 0.117, 2.368)
N (4.215, 0.162, 0.820)
C (5.133, 0.818, 0.040)
C (4.630, 0.907, -1.206)
N (3.395, 0.301, -1.188)
C (2.503, 0.375, -2.336)
C (3.146, -0.149, 0.071)
S (1.775, -1.032, 0.686)
C (1.969, 1.310, 2.640)
S (1.592, 1.961, 1.073)
H (-0.410, 2.410, 4.670)
H (-0.980, 1.373, 3.336)
H (-0.179, 2.902, 2.981)
H (1.096, 0.674, 5.692)
H (3.537, -0.361, 4.904)
H (5.268, 0.868, 2.641)
H (4.579, -1.003, 2.770)
H (6.048, 1.193, 0.458)
H (5.019, 1.360, -2.100)
H (2.845, 1.203, -2.957)
H (1.487, 0.555, -2.009)
H (2.516, -0.547, -2.912)
O (-3.073, 1.572, 2.444)
Se (-2.473, 2.664, 1.402)
O (-3.537, 3.107, 0.264)
O (-1.119, 1.957, 0.605)
O (-1.805, 3.938, 2.162)

Summary:
**HOMO-LUMO gap**: 6.96 eV
**Net charge**: -2

Atomic partial charges in e from the Löwdin method, atoms 1 to 5: Rh 0.840; C 0.009; C -0.607; C 0.020; O -0.017


[2]
This record from OMol25 describes a structure of composition C18H15BrRu. The level of theory is the ωB97M-V functional and the def2-TZVPD basis.

Positions of all 35 atoms, in Å:
C (3.372, 1.097, 0.753)
C (2.886, 2.451, 1.001)
C (1.951, 2.364, 2.115)
H (3.120, 3.384, 0.502)
C (1.853, 0.960, 2.473)
C (2.813, 0.221, 1.723)
H (2.965, -0.865, 1.767)
H (3.940, 0.766, -0.138)
H (1.424, 3.191, 2.605)
H (1.170, 0.595, 3.231)
Ru (0.888, 1.456, 0.427)
Br (0.206, 1.470, -1.910)
C (1.687, -2.364, -2.111)
C (2.499, -2.840, -1.023)
C (3.801, -2.286, -1.174)
H (2.149, -3.391, -0.150)
C (3.834, -1.501, -2.382)
C (2.538, -1.609, -2.982)
H (2.248, -1.109, -3.901)
H (0.599, -2.440, -2.174)
H (4.699, -2.574, -0.614)
H (4.706, -0.947, -2.767)
C (-0.724, 0.708, 0.778)
C (-1.863, 0.131, 0.961)
C (-3.215, 0.036, 0.573)
C (-4.169, -0.105, 1.606)
C (-5.492, 0.255, 1.380)
C (-5.908, 0.608, 0.087)
C (-5.006, 0.546, -0.991)
C (-3.677, 0.209, -0.773)
H (-3.822, -0.434, 2.591)
H (-6.190, 0.260, 2.212)
H (-6.950, 0.889, -0.090)
H (-5.365, 0.761, -2.004)
H (-2.966, 0.107, -1.601)

Summary:
**HOMO-LUMO gap (spin up / spin down)**: 8.08 / 6.01 eV
**2S+1**: 5
**Expectation value of S²**: 6.12
**ΔE to the lowest compared entry with this formula, charge and spin**: 2.9 kcal per mole
**Net charge**: 0

Atomic partial charges in e from the natural (NBO) method, atoms 1 to 5: C -0.257; C -0.348; C -0.344; H 0.255; C -0.289


[3]
This record from OMol25 describes a cluster of 2 separate species, CH4N2OS in total. The level of theory is the ωB97M-V functional and the def2-TZVPD basis.

Positions of all 9 atoms, in Å:
C (0.836, -1.662, -1.390)
N (1.205, -2.668, -1.830)
N (-0.154, 0.687, 1.852)
O (-0.972, 1.788, 1.422)
S (-0.752, 2.468, -0.160)
H (-1.990, 2.131, -0.387)
H (1.701, -3.301, -2.407)
H (0.719, 0.779, 1.434)
H (-0.595, -0.222, 1.466)

Summary:
**HOMO-LUMO gap**: 9.71 eV
**ΔE to the lowest compared entry with this formula, charge and spin**: 110.6 kcal per mole
**Net charge**: 0

Atomic partial charges in e from the natural (NBO) method, atoms 1 to 5: C 0.290; N -0.734; N -0.482; O -0.536; S 0.248


[4]
This record from OMol25 describes a cluster of 2 separate species, C2H2N3O in total. The level of theory is the ωB97M-V functional and the def2-TZVPD basis.

Positions of all 8 atoms, in Å:
C (-0.456, 0.026, 1.382)
C (-0.123, 0.221, 0.068)
N (-0.791, -0.279, 2.420)
N (1.146, -1.578, -0.751)
N (-0.264, 1.084, -0.834)
O (1.205, -2.340, 0.028)
H (-0.753, 1.895, -0.480)
H (0.035, 0.972, -1.832)

Summary:
**HOMO-LUMO gap (spin up / spin down)**: 8.12 / 7.85 eV
**ΔE to the lowest compared entry with this formula, charge and spin**: 79.4 kcal per mole
**Net charge**: +1

Atomic partial charges in e from the natural (NBO) method, atoms 1 to 5: C 0.072; C 0.216; N -0.078; N 0.481; N -0.613


Strongest force on any atom? In order: 0.4, 5.1, 3.5, 4.4 eV Å⁻¹.